No. 1
3 unconnected molecules or ions with the total composition C5H12O3, computed with ωB97M-V with the def2-TZVPD basis set.

Electronic energy in eV: -11520.3536
Structure (SMILES): C/C=C/C=C/O.O.O

The geometry in ORCA input format:
```
! wB97M-V def2-TZVPD RIJCOSX def2/J DEFGRID3
* xyz 0 1
C 1.53 2.13 1.72
C 1.19 0.87 0.97
C -0.04 0.44 0.73
C -0.42 -0.68 -0.12
C -1.58 -0.83 -0.75
O -1.87 -1.85 -1.62
H 1.49 3.01 1.07
H 0.88 2.22 2.59
H 2.51 2.04 2.19
H 2.04 0.46 0.44
H -0.90 0.87 1.25
H 0.35 -1.43 -0.26
H -2.27 -0.02 -0.97
H -1.31 -2.63 -1.52
O -2.61 4.66 -2.13
H -3.18 5.44 -2.24
H -2.16 4.63 -2.99
O 2.33 -6.73 0.34
H 1.39 -6.51 0.30
H 2.65 -6.10 1.00
*
```

=====

No. 2
C7H14 in the gas phase, computed with ωB97M-V with the def2-TZVPD basis set.

Electronic energy in eV: -7484.3666
Structure (SMILES): C=CCCCCC

The geometry in ORCA input format:
```
! wB97M-V def2-TZVPD RIJCOSX def2/J DEFGRID3
* xyz 0 1
C -2.89 0.09 -2.11
C -1.93 -0.63 -1.45
C -1.66 -0.64 0.05
C -0.16 -0.69 0.41
C 0.55 0.55 0.00
C 2.06 0.61 0.27
C 2.45 0.40 1.77
H -3.35 0.80 -1.42
H -3.11 0.11 -3.15
H -1.39 -1.51 -2.03
H -1.97 0.35 0.34
H -1.98 -1.59 0.53
H -0.07 -0.93 1.50
H 0.29 -1.57 -0.13
H 0.04 1.32 0.64
H 0.45 0.95 -1.00
H 2.39 1.52 -0.22
H 2.65 -0.08 -0.36
H 3.56 0.41 1.87
H 2.22 -0.61 2.16
H 1.85 1.15 2.31
*
```

=====

> Look up the electronic energy of the first one.

-11520.3536 eV

=====

> Among the records above, which one has the highest electronic energy?

C7H14

=====

> Look up the electronic energy of the second one.

-7484.3666 eV